Record 1
{
  "formula": "C3H6N2",
  "method": "the ωB97M-V functional and the def2-TZVPD basis",
  "symbols": ["C", "C", "C", "N", "N", "H", "H", "H", "H", "H", "H"],
  "xyz": [[-1.662049, -0.698584, -0.452605], [0.969020, 0.456139, 0.265191], [2.135129, -0.120616, 0.471334], [0.470016, 1.626357, 0.292482], [-0.470065, 2.275675, 0.145596], [-1.672142, 0.433315, -0.353725], [-1.012724, -0.999755, -1.265648], [-2.674678, -1.018851, -0.680198], [-1.347648, -1.186509, 0.462298], [3.038322, 0.425372, 0.725437], [2.226820, -1.192544, 0.389839]],
  "forces_ev_per_angstrom": [[-0.38, 1.16, -0.04], [1.94, -2.32, 0.27], [0.14, 0.50, 0.08], [-3.55, 1.40, -0.76], [1.75, 0.69, 0.52], [0.07, -1.44, -0.03], [0.13, 0.00, -0.09], [-0.15, 0.00, -0.05], [0.10, 0.09, 0.13], [0.02, 0.04, 0.03], [-0.06, -0.11, -0.06]],
  "nbo_charge": [-0.8578, 0.0034, -0.3858, -0.0199, -0.0031, 0.2130, 0.2126, 0.2092, 0.2133, 0.2010, 0.2141],
  "homo_ha": -0.31810,
  "orbital_gap_ev": 8.30,
  "e_lumo_ha": -0.0132,
  "relative_energy_kcal_mol": 93.5
}

---

Record 2
{
  "formula": "C5H8I2O2S",
  "method": "the ωB97M-V functional and the def2-TZVPD basis",
  "symbols": ["C", "C", "C", "C", "C", "O", "O", "S", "I", "I", "H", "H", "H", "H", "H", "H", "H", "H"],
  "xyz": [[-2.104998, -3.947621, -0.227694], [-1.025722, -4.403375, 0.003373], [-1.552836, 0.395350, -0.619701], [-0.263186, 0.113841, 0.154191], [0.767170, -0.785166, -0.703682], [3.230310, -0.121155, -0.274590], [2.493649, -2.478906, -0.343457], [2.209458, -1.038582, 0.292375], [-3.959061, -3.380727, -0.636146], [0.849556, -4.845162, 0.373950], [3.362533, -2.740736, -0.231972], [-1.960810, -0.482622, -0.999122], [-2.179916, 0.939000, -0.033113], [-1.349783, 1.092816, -1.532061], [-0.405773, -0.470157, 1.113048], [0.148314, 1.071593, 0.318696], [0.131818, -1.633972, -0.883152], [1.015498, -0.274627, -1.621777]],
  "forces_ev_per_angstrom": [[-0.99, 0.14, -0.22], [0.57, 0.05, 0.11], [3.23, 0.96, -2.37], [0.62, -1.75, -0.72], [-2.59, 1.74, 1.33], [-0.63, -0.40, 0.67], [-2.35, -0.14, -1.15], [0.89, 1.55, -0.53], [-0.11, 0.08, -0.01], [0.07, -0.83, 0.29], [3.07, -0.71, 0.53], [-1.13, -1.52, -0.54], [-2.18, 1.23, 1.74], [-0.06, -1.26, 1.44], [-0.18, 0.95, -0.90], [0.86, 0.95, 0.81], [0.47, -1.00, -0.23], [0.44, -0.02, -0.25]],
  "nbo_charge": [-0.3261, -0.3054, -0.5919, -0.3897, -0.6627, -0.9561, -0.9022, 1.5051, 0.3057, 0.3280, 0.4941, 0.2013, 0.2115, 0.1981, 0.2017, 0.2061, 0.2366, 0.2459],
  "homo_ha": -0.33276,
  "orbital_gap_ev": 9.10,
  "e_lumo_ha": 0.0015,
  "relative_energy_kcal_mol": 37.2
}

---

Record 3
{
  "formula": "C16H46B2Cu2N2O9V",
  "method": "the ωB97M-V functional and the def2-TZVPD basis",
  "symbols": ["O", "V", "Cu", "Cu", "C", "O", "O", "O", "B", "H", "H", "H", "H", "B", "H", "H", "H", "H", "C", "O", "C", "C", "N", "C", "C", "O", "C", "H", "H", "H", "H", "H", "H", "H", "H", "H", "H", "H", "H", "H", "H", "H", "C", "O", "C", "C", "N", "C", "C", "O", "C", "H", "H", "H", "H", "H", "H", "H", "H", "H", "H", "H", "H", "H", "H", "H", "C", "C", "C", "O", "H", "H", "H", "H", "H", "H", "H", "H"],
  "xyz": [[-4.910238, -18.452324, 5.130951], [-3.710140, -18.257038, 6.151916], [-4.032812, -12.618427, 8.312244], [-6.360778, -19.674908, 12.262637], [-5.691719, -17.145506, 9.372134], [-5.227468, -18.282918, 9.207007], [-5.094141, -16.394332, 8.599295], [-6.612597, -16.872779, 10.135211], [-1.479014, -20.794246, 6.546930], [-0.789690, -21.620760, 6.624019], [-2.419853, -21.007027, 7.030444], [-1.090737, -19.916695, 7.040251], [-1.735696, -20.592284, 5.518546], [-1.777078, -16.140706, 4.441755], [-1.210676, -15.493043, 3.790633], [-2.717249, -15.614171, 4.497236], [-1.941568, -17.113754, 4.005448], [-1.448679, -16.218380, 5.466629], [-3.240578, -19.646491, 14.264298], [-3.824852, -20.818004, 13.686863], [-2.938254, -21.587610, 12.907025], [-3.594239, -22.993121, 12.609329], [-4.699325, -22.760772, 11.691382], [-5.299690, -24.083838, 11.405766], [-6.618119, -24.288755, 12.161799], [-6.451896, -24.774178, 13.535900], [-7.544989, -25.376764, 14.082427], [-2.226467, -19.927109, 14.548810], [-3.749432, -19.278126, 15.155063], [-3.252982, -18.886591, 13.482951], [-2.050064, -21.778248, 13.509417], [-2.654391, -21.155024, 11.947662], [-4.088749, -23.222461, 13.553241], [-2.902598, -23.765552, 12.273053], [-4.423112, -22.195125, 10.901537], [-4.616305, -24.895583, 11.655066], [-5.520280, -24.120058, 10.338944], [-7.160190, -25.075459, 11.637071], [-7.231199, -23.398047, 12.024415], [-8.451823, -24.857764, 13.771956], [-7.497077, -25.343004, 15.170850], [-7.662574, -26.397650, 13.718984], [-7.664774, -19.712631, 15.951339], [-8.332256, -19.799427, 14.697984], [-9.362983, -18.802366, 14.388081], [-10.347941, -19.324367, 13.357911], [-9.603880, -19.546617, 12.098085], [-10.595332, -20.044707, 11.120630], [-9.780166, -20.160732, 9.773134], [-10.489264, -21.114658, 8.967915], [-9.578197, -21.968913, 8.210806], [-8.368488, -19.851188, 16.772123], [-7.188790, -18.754888, 16.161741], [-6.873405, -20.462174, 15.953162], [-9.083735, -17.787121, 14.106330], [-9.912293, -18.590055, 15.305303], [-11.131014, -18.586464, 13.183537], [-10.822817, -20.247210, 13.691016], [-9.165213, -18.746365, 11.665331], [-11.401595, -19.324266, 10.982817], [-10.870204, -21.072465, 11.357846], [-8.793478, -20.566067, 9.997333], [-9.743451, -19.190007, 9.278722], [-8.938904, -21.333254, 7.598158], [-10.194784, -22.503902, 7.488514], [-9.037596, -22.669296, 8.847444], [-7.981419, -10.308831, 12.101524], [-8.199092, -11.897857, 11.955953], [-9.540886, -12.351994, 11.249961], [-7.112197, -12.381081, 11.198728], [-8.605102, -9.899314, 12.896158], [-8.299097, -9.945420, 11.124230], [-6.936372, -10.045663, 12.264969], [-8.270232, -12.264418, 12.980004], [-10.404753, -11.946178, 11.776410], [-9.589338, -13.431711, 11.391242], [-9.646701, -12.118365, 10.190556], [-7.166533, -13.339543, 11.197664]],
  "forces_ev_per_angstrom": [[1.46, 0.31, 1.82], [-0.14, -0.60, -2.20], [-0.09, -0.48, -0.13], [-0.21, -0.38, -0.03], [-1.51, 0.03, 0.76], [1.14, -3.64, 0.10], [1.55, 3.01, -2.02], [-0.96, 0.38, 1.38], [-0.39, 0.58, -0.15], [2.53, -3.14, 0.36], [-4.18, -1.23, 2.32], [1.85, 3.82, 1.94], [-0.78, 0.95, -4.33], [-0.15, -0.61, 0.44], [2.62, 2.30, -2.23], [-4.48, 2.22, 0.22], [-0.65, -3.96, -1.74], [1.89, -0.32, 4.29], [0.47, -0.66, -0.85], [-1.28, 0.46, 0.28], [0.22, -2.13, -0.02], [-0.59, 3.07, 1.00], [-0.14, -0.86, 0.41], [-0.79, 1.12, 0.06], [0.11, -1.55, 0.18], [2.06, 2.05, -1.75], [-1.61, -0.26, -0.09], [0.22, 0.48, 0.05], [-0.42, -0.42, -0.15], [0.41, 0.40, 0.20], [0.34, 0.12, -0.10], [0.02, 0.56, 0.01], [0.39, -0.73, 0.14], [0.27, 0.17, 0.08], [0.16, -0.61, -0.47], [0.09, -0.03, -0.09], [-0.13, -0.22, -0.02], [-0.11, -0.27, -0.16], [-0.07, 0.32, 0.77], [-0.38, 0.16, 0.17], [0.18, -0.13, -0.06], [0.06, -0.38, 0.16], [-0.31, 0.41, 0.06], [-0.16, 1.20, -1.27], [-0.70, -0.65, 1.60], [1.91, 0.59, -0.40], [-1.27, -1.31, 0.20], [2.86, -0.06, -1.71], [-1.95, -1.04, 0.56], [1.15, -0.39, -0.36], [-1.31, 1.11, -0.27], [-0.07, -0.37, 0.07], [0.05, 0.35, -0.42], [-0.28, -0.15, 0.02], [1.22, -0.13, -0.38], [-0.17, -0.30, 0.37], [-0.20, 0.22, 0.30], [0.23, -0.12, -0.19], [-0.24, 0.75, 0.55], [-0.43, -0.35, 0.15], [-0.48, 0.32, 0.22], [0.20, 0.26, 0.08], [0.32, 0.03, -0.16], [0.46, -0.10, 0.23], [-0.07, -0.20, 0.28], [0.11, 0.14, 0.07], [-0.74, -2.02, -1.01], [-1.26, 2.04, -0.38], [0.74, 0.43, 1.16], [0.56, -0.16, 0.26], [-0.01, -0.03, -0.14], [0.06, 0.59, 0.13], [-0.06, -0.26, 0.08], [0.49, -0.54, 0.04], [-0.02, 0.12, 0.04], [-0.07, -0.13, -0.24], [0.40, 0.14, 0.06], [0.03, -0.27, -0.13]],
  "mulliken_spin": [-0.0136, 0.0128, 0.0262, -0.0049, -0.0465, 0.5150, 0.4388, 0.1000, -0.0012, 0.0007, 0.0008, 0.0003, 0.0003, -0.0083, -0.0046, -0.0117, 0.0006, -0.0020, 0.0001, -0.0005, -0.0001, 0.0000, -0.0003, 0.0000, 0.0000, 0.0000, 0.0000, 0.0000, 0.0000, -0.0002, 0.0000, -0.0002, 0.0000, 0.0000, -0.0001, 0.0000, 0.0000, 0.0000, 0.0000, 0.0000, 0.0000, 0.0000, -0.0001, 0.0000, 0.0001, 0.0000, -0.0003, 0.0000, -0.0029, -0.0001, -0.0002, 0.0000, 0.0000, 0.0000, -0.0001, 0.0000, 0.0001, -0.0003, -0.0007, -0.0001, 0.0001, 0.0012, 0.0014, 0.0000, 0.0000, 0.0000, -0.0001, 0.0000, 0.0002, 0.0006, 0.0000, 0.0000, 0.0000, 0.0001, 0.0000, -0.0001, -0.0001, -0.0005],
  "multiplicity": 2,
  "homo_ha": [-0.27089, -0.27227],
  "s_squared": 0.907,
  "orbital_gap_ev": [2.70, 2.76],
  "e_lumo_ha": [-0.1717, -0.1709]
}